{
  "formula": "C22H36BF4N5O5P2",
  "method": "wB97M-V/def2-TZVPD",
  "species": ["C", "C", "N", "C", "C", "B", "C", "O", "C", "C", "C", "C", "C", "C", "F", "F", "F", "C", "P", "N", "O", "C", "O", "C", "F", "C", "C", "O", "H", "H", "H", "H", "H", "H", "H", "H", "H", "H", "H", "H", "H", "H", "H", "H", "H", "H", "C", "N", "C", "P", "O", "N", "C", "C", "N", "C", "C", "H", "H", "H", "H", "H", "H", "H", "H", "H", "H", "H", "H", "H", "H", "H", "H", "H", "H"],
  "xyz": [[2.00493, 3.35570, 6.13454], [1.81068, 3.58711, 4.56643], [3.09871, 3.32229, 3.85664], [2.87846, 2.32598, 2.83311], [3.10512, 0.91400, 3.23104], [3.57332, 0.58782, 4.75142], [2.78636, -0.47243, 5.68574], [4.69917, 1.22088, 5.31161], [2.86800, -0.14052, 2.26207], [2.40728, 0.23047, 0.89340], [2.18407, 1.63298, 0.52593], [1.65142, 1.89591, -0.93793], [2.83450, 2.03702, -1.97733], [3.07678, 3.48344, -2.50349], [1.94874, 4.25749, -2.58108], [3.60890, 3.40782, -3.77470], [4.00078, 4.17298, -1.73753], [2.41757, 2.71811, 1.50257], [2.05821, 4.44897, 0.92989], [0.39442, 4.73066, 1.49293], [3.05869, 5.57073, 1.70517], [2.14894, -0.94390, -0.09648], [2.38013, -0.90742, -1.27816], [1.59151, -2.24086, 0.59124], [0.67387, -2.96392, -0.12443], [1.98394, -2.58004, 1.83897], [3.02741, -1.66152, 2.56132], [3.88699, -2.13876, 3.25271], [1.33826, 4.08259, 6.67120], [3.07910, 3.54023, 6.39351], [1.77411, 2.30588, 6.45043], [1.37818, 4.60112, 4.37196], [1.09946, 2.77872, 4.23510], [3.53031, 4.17100, 3.48990], [3.22577, -1.50097, 5.65048], [2.89408, -0.09886, 6.74486], [1.68439, -0.50411, 5.47978], [4.52032, 2.16030, 5.48853], [1.01262, 1.03674, -1.28171], [0.97221, 2.77987, -0.88180], [3.77845, 1.73723, -1.44128], [2.72449, 1.29337, -2.81169], [-0.12514, 3.85250, 1.35050], [0.01138, 5.36349, 0.77864], [2.75583, 6.46834, 1.47050], [1.54882, -3.49403, 2.29828], [-4.60532, -4.82129, -2.44736], [-4.96477, -3.41916, -2.50057], [-6.05712, -3.16417, -1.56206], [-3.81581, -2.13047, -2.55952], [-3.44585, -2.19995, -1.07769], [-2.25091, -2.55104, -3.13455], [-1.83631, -3.86909, -3.55413], [-1.14174, -1.86788, -2.47012], [-4.25021, -1.88829, -4.24319], [-5.53981, -2.22252, -4.83817], [-3.51979, -0.88638, -5.01866], [-5.49687, -5.44839, -2.34825], [-3.93982, -5.04897, -1.60422], [-4.14695, -5.14998, -3.37845], [-6.38524, -2.12191, -1.62780], [-5.76129, -3.36035, -0.52517], [-6.92628, -3.78289, -1.80216], [-1.82443, -4.58266, -2.72191], [-0.82830, -3.84755, -3.97859], [-2.47364, -4.24185, -4.35943], [-0.86515, -2.35787, -1.53191], [-1.40798, -0.83125, -2.24799], [-0.26041, -1.82996, -3.11747], [-5.61505, -3.29752, -5.00842], [-5.67566, -1.75105, -5.81493], [-6.37246, -1.89771, -4.21214], [-2.96814, -1.37610, -5.82745], [-2.80243, -0.34279, -4.40488], [-4.18382, -0.13533, -5.45559]],
  "forces_ev_per_a": [[-0.058, 0.538, -0.546], [-0.088, -0.992, 1.418], [-0.819, -0.433, -0.531], [0.260, -1.153, -1.340], [-0.419, 0.398, -1.462], [0.452, -0.302, 0.401], [-0.045, 0.541, 0.432], [-1.346, -0.208, -0.092], [-0.793, 1.892, -1.109], [0.323, 0.719, 1.544], [0.242, -1.050, 0.336], [-0.082, -0.117, 0.625], [0.279, 0.046, 0.762], [0.442, -0.196, -0.271], [1.175, -0.797, -0.001], [-0.525, 0.323, 1.186], [-1.189, -0.770, -0.944], [0.344, -2.381, 1.421], [-0.208, 0.513, -1.856], [0.693, -0.419, -0.341], [-0.963, -0.855, 0.765], [-0.118, -0.010, 1.024], [-0.322, -0.002, 0.368], [0.106, 0.581, 0.591], [1.498, 0.778, 0.864], [-0.310, 0.610, -0.810], [-1.010, 0.037, -0.927], [-0.301, 0.426, 0.019], [0.694, -0.839, -0.182], [-0.990, 0.117, -0.068], [0.064, 0.912, -0.343], [0.464, -0.895, -0.075], [0.393, 1.172, 0.120], [-0.385, -0.245, -0.055], [-0.429, 0.827, -0.042], [-0.019, -0.464, -0.940], [0.914, -0.224, -0.040], [0.339, -0.241, -0.629], [0.664, 0.849, 0.574], [0.740, -0.543, -0.419], [-0.810, 0.373, -0.680], [-0.073, 1.090, 0.636], [0.237, 0.352, 0.433], [0.100, -0.221, 0.446], [0.226, -0.584, 0.015], [0.771, 0.747, -0.142], [0.427, -0.058, -0.170], [-1.606, -0.253, -0.293], [0.187, 0.304, 0.049], [1.930, -6.543, -0.637], [-1.147, 3.513, -0.218], [1.366, 1.047, -0.349], [-0.422, -0.102, -0.507], [-0.225, -0.012, 0.439], [-0.423, 1.914, 0.844], [-0.573, -0.013, 0.079], [0.246, 0.282, -0.026], [-0.094, 0.304, 0.129], [0.031, -0.118, -0.028], [0.216, 0.047, 0.048], [0.050, 0.003, 0.078], [-0.049, 0.081, 0.043], [0.111, -0.067, -0.111], [-0.011, -0.118, -0.039], [-0.007, 0.256, 0.119], [-0.123, -0.094, 0.151], [-0.020, 0.162, -0.076], [-0.018, -0.074, 0.100], [-0.114, -0.168, -0.118], [-0.005, 0.022, 0.277], [0.299, 0.232, 0.130], [-0.060, -0.170, -0.089], [-0.056, 0.015, 0.037], [0.054, -0.196, -0.031], [-0.082, -0.095, 0.033]],
  "mulliken_charge": [-1.023, -0.277, 0.081, -0.656, 0.348, 0.650, -1.028, -0.714, 0.411, 0.303, -0.417, -0.725, -0.804, 0.834, -0.256, -0.292, -0.249, 0.292, 0.303, -0.722, -0.495, 0.348, -0.531, 0.212, -0.206, -0.923, 0.259, -0.505, 0.366, 0.224, 0.184, 0.446, 0.271, 0.431, 0.326, 0.295, 0.360, 0.303, -0.151, 0.665, 0.324, 0.397, 0.305, 0.306, 0.325, 0.395, -1.060, 0.203, -1.200, 0.977, -0.893, 0.254, -1.147, -1.605, 0.061, -0.973, -1.088, 0.366, 0.277, 0.277, 0.391, 0.329, 0.356, 0.339, 0.347, 0.325, 0.609, 0.334, 0.476, 0.262, 0.459, 0.271, 0.279, 0.296, 0.491],
  "total_charge": 0,
  "energy_ev": -71207.2153,
  "spin_multiplicity": 1,
  "orbital_gap_ev": 6.880,
  "smiles": "CCNc1c(B(C)O)c2c(c(CCC(F)(F)F)c1P(N)O)C(=O)C(F)=CC2=O.CN(C)P(=O)(N(C)C)N(C)C",
  "lumo_ev": -1.136
}